A single C5H10O molecule, computed with wB97M-V/def2-TZVPD.

Kohn-Sham gap (eV): 11.07
Relative energy (zero: lowest compared OMol25 entry of this formula, charge and spin) (eV): 1.1880
HOMO (eV): -10.053
SMILES: CC[C@@]1(C)CO1
Maximum force (eV/Å): 0.3

```
16
C5H10O wB97M-V/def2-TZVPD
C 1.8959 -0.0931 0.3661
C 0.8264 0.5625 -0.5053
C -0.6046 0.0839 -0.2622
C -0.7987 -1.2771 0.3640
C -1.6882 1.0651 -0.1528
O -1.4712 0.3571 -1.3631
H 1.9307 -1.1756 0.1982
H 1.7105 0.0742 1.4335
H 2.8843 0.3120 0.1192
H 1.0552 0.3643 -1.5587
H 0.8658 1.6513 -0.3834
H -0.1551 -2.0271 -0.1073
H -0.5583 -1.2363 1.4327
H -1.8361 -1.5996 0.2388
H -1.4524 2.1276 -0.2027
H -2.6042 0.8108 0.3830
```

A 2-piece molecular cluster, C3H5FN2O5 overall in a non-equilibrium geometry, computed with wB97M-V/def2-TZVPD.

Kohn-Sham gap (eV): 8.48
Relative energy (zero: lowest compared OMol25 entry of this formula, charge and spin) (eV): 1.7727
HOMO (eV): -10.056
Maximum force (eV/Å): 7.4

```
16
C3H5FN2O5 wB97M-V/def2-TZVPD
C -2.2561 1.1104 -0.1175
C -1.6431 0.4636 1.1088
C 1.4489 -0.2602 -0.7989
N 2.4776 -0.0358 -0.0699
N 0.4082 -1.2341 -0.6339
O 2.7323 -0.7554 1.0176
O 3.3009 0.8320 -0.4135
O 0.4078 -2.0118 0.3112
O -0.5338 -1.1377 -1.4514
O -0.4443 0.4356 1.2827
F 1.2962 0.6421 -1.8224
H -3.0872 1.6008 0.1113
H -2.4657 0.1440 -0.7919
H -1.4309 1.6078 -0.7809
H -2.2176 0.0489 1.8915
H 2.0067 -1.4504 1.1573
```

A 2-piece molecular cluster, C5H15NO2 overall in a non-equilibrium geometry, computed with wB97M-V/def2-TZVPD.

Kohn-Sham gap (eV): 9.08
Relative energy (zero: lowest compared OMol25 entry of this formula, charge and spin) (eV): 3.2811
HOMO (eV): -8.443
SMILES: CN(C)CCCO.O
Maximum force (eV/Å): 5.2

```
23
C5H15NO2 wB97M-V/def2-TZVPD
C -0.2341 0.2864 -0.8113
C -1.8371 0.4354 -0.8294
O -2.1851 1.1368 0.2898
C 0.2463 0.3168 0.6061
N 1.7219 0.3910 0.3914
C 2.3808 -0.4528 1.2985
C 2.2188 1.7606 0.6040
H 0.1341 1.0505 -1.6207
H 0.2039 -0.6710 -1.2073
H -2.4165 -0.4840 -0.5339
H -2.1273 0.7631 -1.8117
H -2.1721 2.1071 0.0018
H -0.2060 1.0944 1.2553
H -0.0975 -0.6177 1.2015
H 3.4943 -0.3331 1.0720
H 2.1407 -0.0955 2.3575
H 2.2345 -1.5199 1.1865
H 2.7996 1.8754 1.4991
H 2.9152 1.8389 -0.2078
H 1.5003 2.5452 0.4139
H -3.8151 -3.2666 -2.2965
H -3.0708 -4.0545 -1.1111
O -3.8288 -4.1066 -1.7476
```

A single C4H5NO molecule, computed with wB97M-V/def2-TZVPD.

Kohn-Sham gap (eV): 10.72
Relative energy (zero: lowest compared OMol25 entry of this formula, charge and spin) (eV): 2.0287
HOMO (eV): -9.965
SMILES: CC1=N[C@@H]1C=O
Maximum force (eV/Å): 0.6

```
11
C4H5NO wB97M-V/def2-TZVPD
C 1.7209 0.3594 0.1128
C 0.2841 0.4985 0.4190
N -0.5398 0.6040 1.3499
C -1.0874 0.3914 -0.0654
C -1.5594 -0.9842 -0.3791
O -0.9368 -1.9690 -0.0457
H 2.2995 0.3122 1.0380
H 2.0718 1.1938 -0.5012
H 1.8622 -0.5670 -0.4523
H -1.6164 1.2316 -0.5148
H -2.4987 -1.0707 -0.9612
```

Please write out number 4 again, unchanged.
A single C4H5NO molecule, computed with wB97M-V/def2-TZVPD.

Kohn-Sham gap (eV): 10.72
Relative energy (zero: lowest compared OMol25 entry of this formula, charge and spin) (eV): 2.0287
HOMO (eV): -9.965
SMILES: CC1=N[C@@H]1C=O
Maximum force (eV/Å): 0.6

```
11
C4H5NO wB97M-V/def2-TZVPD
C 1.7209 0.3594 0.1128
C 0.2841 0.4985 0.4190
N -0.5398 0.6040 1.3499
C -1.0874 0.3914 -0.0654
C -1.5594 -0.9842 -0.3791
O -0.9368 -1.9690 -0.0457
H 2.2995 0.3122 1.0380
H 2.0718 1.1938 -0.5012
H 1.8622 -0.5670 -0.4523
H -1.6164 1.2316 -0.5148
H -2.4987 -1.0707 -0.9612
```

> Number 3 is which compound?

C5H15NO2